{
  "formula": "C49H60Cl2N3O4Rh",
  "method": "ωB97M-V/def2-TZVPD",
  "elements": ["Rh", "Cl", "Cl", "O", "O", "O", "O", "N", "N", "N", "C", "C", "C", "C", "C", "C", "C", "C", "C", "C", "C", "C", "C", "C", "C", "C", "C", "C", "C", "C", "C", "C", "C", "C", "C", "C", "C", "C", "C", "C", "C", "C", "C", "C", "C", "C", "C", "C", "C", "C", "C", "C", "C", "C", "C", "C", "C", "C", "C", "H", "H", "H", "H", "H", "H", "H", "H", "H", "H", "H", "H", "H", "H", "H", "H", "H", "H", "H", "H", "H", "H", "H", "H", "H", "H", "H", "H", "H", "H", "H", "H", "H", "H", "H", "H", "H", "H", "H", "H", "H", "H", "H", "H", "H", "H", "H", "H", "H", "H", "H", "H", "H", "H", "H", "H", "H", "H", "H", "H"],
  "positions_angstrom": [[-0.307, -0.814, -0.238], [1.172, 2.862, -0.776], [1.658, 5.685, -1.469], [0.446, 0.301, -2.733], [1.836, 0.017, -0.225], [-0.159, -0.289, 2.032], [-2.204, -0.198, -0.037], [-0.630, -2.801, 0.602], [-0.406, -5.234, 0.617], [-2.163, -6.967, 0.791], [-1.075, -5.985, -2.869], [0.292, 0.989, 2.318], [1.766, 4.906, 3.337], [-2.963, 5.105, -1.915], [3.161, -4.923, 2.050], [2.226, 4.834, 4.801], [2.198, -1.086, 0.287], [2.823, -3.594, 1.392], [0.896, 0.575, -4.053], [2.084, 2.442, 2.883], [-0.575, -3.968, 0.573], [-2.462, 3.416, -0.095], [2.488, -1.194, 1.700], [-3.153, 5.195, -3.430], [4.574, -4.825, 2.650], [0.625, 4.523, -0.607], [-2.400, 0.201, -2.940], [-1.856, 6.088, -1.514], [2.757, -2.435, 2.201], [2.681, 0.054, 2.524], [3.129, -6.089, 1.063], [-1.544, -1.033, -2.773], [-4.277, 5.535, -1.244], [1.223, 3.535, 2.933], [-2.266, 1.049, -0.517], [-2.622, -4.832, -4.432], [2.638, -3.461, 0.005], [-2.626, 3.687, -1.456], [0.624, -2.104, -2.405], [-2.043, -4.811, -3.009], [-2.352, 1.301, -1.896], [-2.258, 2.137, 0.386], [-0.113, 3.316, 2.615], [-3.185, -4.980, -1.996], [2.104, -2.055, -2.047], [-0.147, -0.938, -2.599], [2.148, -5.207, 3.172], [-0.587, -1.025, 3.182], [2.347, -2.249, -0.565], [0.001, -3.346, -2.531], [2.960, 5.289, 2.452], [-1.355, -3.467, -2.789], [-0.601, 2.053, 2.288], [1.646, 1.164, 2.571], [0.709, 6.004, 3.218], [-2.048, 1.889, 1.866], [-2.530, 2.613, -2.330], [-2.109, -2.292, -2.852], [-1.381, -6.117, 0.713], [-2.152, 0.660, -3.901], [5.315, -4.628, 1.873], [-3.967, -4.235, -2.143], [3.014, 4.092, 4.932], [3.140, 2.583, 3.084], [-2.825, -4.896, -0.970], [-0.275, -5.933, -3.611], [2.378, -6.169, 3.632], [3.589, 0.526, 2.132], [-0.152, 5.811, 3.860], [1.135, -5.254, 2.773], [-1.830, -4.733, -5.177], [-0.813, 4.142, 2.607], [3.335, 6.273, 2.742], [-2.496, 4.232, 0.621], [2.183, -4.448, 3.955], [3.882, -5.976, 0.279], [0.635, 4.784, 0.445], [1.620, -0.174, -4.385], [-0.374, 4.596, -1.021], [-4.188, 5.548, -0.157], [-1.419, -0.510, 3.665], [-3.956, 4.542, -3.775], [2.617, 5.803, 5.121], [2.973, -2.529, 3.259], [2.924, -0.253, 3.545], [-3.181, -2.355, -2.993], [-1.670, 6.070, -0.438], [-3.337, -4.023, -4.588], [-3.140, -5.777, -4.607], [1.142, 6.958, 3.524], [2.526, -1.096, -2.347], [-2.410, 0.889, 2.102], [1.397, 4.565, 5.456], [4.645, -4.034, 3.398], [3.782, 4.581, 2.551], [4.829, -5.769, 3.134], [0.609, -4.232, -2.401], [3.351, -7.014, 1.597], [0.058, 0.594, -4.757], [-2.239, 4.935, -3.968], [2.617, -2.851, -2.587], [-0.920, 5.864, -2.032], [2.714, -4.335, -0.628], [-3.636, -5.968, -2.105], [-2.616, 2.777, -3.397], [1.368, 1.554, -4.019], [-3.416, 6.219, -3.702], [-0.898, -2.002, 2.826], [-2.145, 7.106, -1.783], [-5.086, 4.851, -1.506], [-1.616, -6.918, -3.027], [-3.435, -0.141, -3.028], [-4.555, 6.540, -1.571], [2.683, 5.334, 1.397], [0.243, -1.120, 3.886], [0.355, 6.119, 2.191], [-2.645, 2.608, 2.429], [-0.630, -6.030, -1.876], [2.145, -6.194, 0.605]],
  "forces_ev_per_a": [[-0.6560, -0.2126, 0.2950], [0.0999, -0.0306, 0.0006], [0.0582, -0.0269, 0.0330], [0.0564, -0.0490, 0.0206], [0.0195, -0.0349, 0.0571], [0.0346, 0.0452, 0.0080], [0.0503, 0.0891, 0.0334], [0.1862, -0.0463, -0.2530], [0.4343, -0.0866, -0.1228], [0.0059, -0.0004, -0.0046], [-0.0073, -0.0135, -0.0208], [0.0059, 0.0115, 0.0190], [0.0034, -0.0019, -0.0033], [-0.0743, 0.0543, -0.0162], [-0.0071, -0.0027, 0.0160], [-0.0025, 0.0199, -0.0035], [0.1208, 0.0530, -0.0834], [0.0053, -0.0157, 0.0077], [-0.0245, 0.0182, -0.0077], [-0.0097, -0.0124, -0.0439], [-0.3361, 0.0966, 0.3070], [0.0388, -0.0313, -0.0036], [0.0025, -0.0113, -0.0129], [0.0404, 0.0073, 0.0198], [0.0038, -0.0009, 0.0004], [0.0258, -0.2138, -0.0380], [-0.0495, -0.0082, -0.0108], [-0.2103, 0.2394, -0.1980], [0.0382, 0.0412, 0.0218], [0.0013, -0.0120, 0.0569], [0.0056, 0.0126, 0.0082], [-0.0029, -0.0079, 0.0857], [-0.0066, 0.0188, -0.0241], [-0.0235, 0.0085, -0.0162], [-0.0115, 0.0624, -0.0298], [-0.0097, 0.0024, 0.0072], [0.0042, 0.0333, -0.0466], [-0.0799, -0.0852, -0.0111], [0.1036, 0.0848, 0.0719], [-0.0263, 0.0037, 0.0027], [-0.0091, 0.0132, 0.0584], [-0.0285, -0.0108, -0.0780], [0.0148, 0.0307, 0.0009], [0.0377, 0.0310, 0.0144], [0.0308, -0.0366, -0.0454], [0.1704, 0.0526, -0.3002], [0.0097, -0.0034, -0.0231], [-0.0030, -0.0216, -0.0180], [0.0113, -0.0509, -0.0302], [-0.0439, 0.0133, 0.0697], [-0.0111, -0.0033, -0.0057], [0.0028, -0.0097, -0.0172], [0.0595, -0.0022, -0.0249], [0.0197, 0.0596, -0.0624], [0.0029, -0.0011, 0.0093], [-0.0477, -0.0484, 0.0213], [0.0653, 0.0353, 0.0290], [0.0299, -0.0135, 0.0005], [-0.1166, -0.0380, 0.0635], [-0.0217, 0.0099, 0.0116], [0.0028, 0.0031, -0.0042], [-0.0144, 0.0264, -0.0116], [0.0048, -0.0074, -0.0003], [0.0106, 0.0026, 0.0032], [-0.0364, -0.0061, -0.0617], [0.0103, 0.0027, -0.0094], [0.0104, -0.0005, 0.0058], [0.0235, -0.0260, 0.0489], [-0.0047, 0.0028, 0.0087], [-0.0238, -0.0025, -0.0162], [0.0072, 0.0034, -0.0014], [-0.0074, 0.0000, 0.0159], [0.0017, 0.0076, 0.0071], [-0.0261, 0.0056, 0.0119], [-0.0088, 0.0087, 0.0046], [-0.0034, -0.0008, -0.0079], [0.0183, -0.0155, 0.0378], [0.0015, 0.0035, 0.0030], [0.5112, -0.3021, 0.2367], [0.0055, -0.0046, 0.0124], [0.0084, 0.0018, -0.0004], [-0.0101, -0.0002, 0.0050], [0.0051, 0.0049, 0.0028], [-0.0120, 0.0034, 0.0100], [-0.0353, -0.0213, -0.0029], [-0.0222, -0.0008, 0.0095], [-0.0221, 0.0573, -0.0057], [-0.0052, -0.0040, -0.0005], [-0.0003, -0.0062, -0.0005], [0.0029, 0.0059, -0.0073], [-0.0055, 0.0054, 0.0142], [0.0205, 0.0021, 0.0133], [-0.0068, -0.0013, -0.0011], [0.0002, -0.0015, 0.0032], [0.0099, -0.0081, -0.0032], [0.0028, -0.0072, 0.0015], [-0.0004, 0.0017, 0.0036], [0.0006, -0.0021, -0.0007], [0.0095, -0.0039, -0.0050], [0.0076, -0.0120, -0.0004], [0.0015, 0.0136, -0.0139], [-0.2847, 0.2787, -0.1181], [-0.0094, -0.0019, -0.0045], [0.0025, -0.0016, 0.0093], [-0.0252, 0.0098, -0.0120], [-0.0059, 0.0013, -0.0050], [0.0024, 0.0062, -0.0004], [-0.0019, 0.0035, 0.0048], [-0.0313, 0.0070, 0.0001], [0.0041, -0.0078, -0.0022], [-0.0033, -0.0029, 0.0001], [0.0158, -0.0142, 0.0000], [-0.0058, 0.0081, -0.0016], [-0.0119, -0.0057, -0.0039], [-0.0037, -0.0112, 0.0003], [-0.0102, 0.0145, 0.0086], [-0.0204, -0.0151, 0.0046], [0.0125, 0.0007, 0.0360], [-0.0360, -0.0017, -0.0159]],
  "s2": 6.05,
  "homo_lumo_gap_ev": [8.01, 5.57],
  "homo_energy_ev": [-7.61, -8.06],
  "total_charge": 0,
  "multiplicity": 5
}